Record 1
C4H43N2O15 | ωB97M-V/def2-TZVPD

XYZ file:
```
64
C4H43N2O15, DFT ωB97M-V/def2-TZVPD
C 0.69702 0.14916 -0.22027
C -0.63985 0.72599 -0.67226
C -2.01855 0.18963 -0.34715
C -3.49276 -1.74372 -0.24684
N -2.19207 -1.24321 -0.75017
N 0.77168 -1.40147 -0.20730
H 0.81033 0.31279 0.85392
H 1.54388 0.43706 -0.82132
H -0.60057 1.65929 -0.05533
H -0.47432 1.16292 -1.66142
H -2.83257 0.74993 -0.82497
H -2.14370 0.19663 0.74891
H -4.31805 -1.18328 -0.68888
H -3.56581 -1.71731 0.84248
H -3.45604 -2.81967 -0.42072
H -2.17588 -1.27693 -1.77280
H -0.10194 -1.73948 0.15871
H 0.98034 -1.86560 -1.09294
H 1.59867 -1.62410 0.35317
H -0.92510 -0.10799 3.21139
H -2.00948 -1.28588 3.36849
O -1.63911 -0.60727 2.79499
H 3.52224 1.53848 2.60030
H 2.03687 1.56923 2.55867
O 2.80909 1.65729 1.96060
H -1.53242 -3.29452 -2.97371
H -0.06914 -3.16706 -2.71203
O -0.91881 -2.78590 -2.42413
H -3.60430 1.78697 3.14135
H -3.03474 0.47992 2.57643
O -3.78793 1.08824 2.50597
H -1.48366 4.13859 -1.57210
H -2.13517 3.06826 -0.96213
O -2.02396 3.40572 -1.86744
H -3.81348 2.30417 0.79286
H -4.35941 3.52027 -0.22234
O -3.84134 3.20227 0.50571
H -0.15907 0.75486 -4.65143
H 0.76584 1.78940 -4.02650
O 0.10515 1.12504 -3.80645
H 1.93401 0.04171 4.26706
H 1.34039 -0.96274 3.40468
O 1.66765 -0.05036 3.33927
H 3.29972 0.22782 1.47515
H 4.52388 -0.47208 0.84911
O 3.60685 -0.60354 1.07599
H 2.98822 2.10863 -0.23923
H 3.08593 2.93079 -1.50293
O 3.25623 2.04580 -1.16512
H 1.90721 -1.59258 -3.19313
H 2.27605 -3.11969 -2.83362
O 1.72590 -2.52693 -3.34599
H -1.47863 4.00187 1.58463
H -0.08726 4.12685 1.53873
O -0.72213 3.39257 1.50288
H 2.84045 -3.89038 -0.30231
H 2.37238 -3.46830 1.17689
O 2.12618 -3.59686 0.26333
H -0.09405 -2.13381 2.39235
H 0.49189 -3.49547 2.89958
O 0.60783 -2.54453 2.90784
H 3.29590 0.62856 -2.76993
H 3.29576 0.03528 -4.10753
O 3.44778 -0.23133 -3.19102
```

Summary:
Charge ... +2
Gap between HOMO and LUMO (alpha / beta) ... 10.45 / 5.59 eV
⟨S²⟩ ... 0.7540
Multiplicity ... 2



Record 2
C4H43NO16 | ωB97M-V/def2-TZVPD

XYZ file:
```
64
C4H43NO16, DFT ωB97M-V/def2-TZVPD
C 4.06350 1.45094 0.98774
C 2.57701 1.92473 0.65671
N 1.89895 0.66009 0.41607
C 0.52661 0.81297 -0.20637
C 0.41242 -0.12438 -1.36372
H 4.14540 1.07468 2.06669
H 4.59391 2.36783 0.99089
H 4.33300 0.70427 0.27422
H 2.16890 2.55059 1.46795
H 2.84374 2.74088 -0.06585
H 2.42174 0.28118 -0.37097
H -0.12163 0.66193 0.69703
H 0.37607 1.82833 -0.50608
H 0.97856 0.21563 -2.22497
H 0.69776 -1.13805 -1.25842
H -0.61964 -0.32536 -1.78995
H 1.01244 -0.94385 1.16892
H 0.21892 -1.55677 2.29652
O 1.06043 -1.65399 1.84381
H -0.71384 -4.43662 -1.25132
H -2.00588 -4.54244 -2.12309
O -1.54760 -3.99015 -1.48305
H 2.62403 -0.02559 -3.19489
H 4.00847 0.72048 -2.92041
O 3.30576 0.19136 -2.53805
H -1.92964 1.45607 -4.41033
H -2.32970 0.30609 -3.46993
O -2.18927 0.52770 -4.40000
H 1.80156 -0.47415 3.39350
H 1.96423 -0.74433 4.89699
O 1.61651 -0.08758 4.28194
H -1.14070 4.38728 -1.52378
H -0.17516 3.63641 -0.47067
O -0.80109 4.35219 -0.62108
H -1.51784 3.33571 2.31021
H -1.67152 3.70425 0.73409
O -1.87503 3.07639 1.45309
H -1.60186 -2.15667 4.66148
H -1.46160 -1.83342 3.21788
O -2.11051 -2.18127 3.84155
H 0.47568 -4.38328 0.39188
H 1.46486 -3.69766 -0.59651
O 0.90004 -4.46727 -0.46857
H 0.94793 2.87969 2.63782
H 1.53017 3.04317 4.08816
O 0.96492 3.43985 3.41411
H -3.85396 2.35027 -2.16823
H -3.20537 3.39674 -3.08466
O -2.99935 2.67883 -2.46789
H -2.40568 0.76973 2.93081
H -1.88158 1.30542 1.67997
O -1.83145 0.47697 2.20799
H -3.84305 -2.35231 -0.11321
H -2.96944 -3.34768 -0.70755
O -3.93186 -3.17253 -0.62309
H 0.96742 -1.19301 -5.06767
H -0.14756 -0.25417 -4.49398
O 0.80470 -0.45023 -4.47888
H 4.23092 -2.39025 0.28634
H 2.86365 -2.86429 0.83505
O 3.57327 -3.08721 0.23074
H -2.97774 0.95582 -0.59988
H -2.89034 -0.08722 0.43685
O -3.05686 -0.00462 -0.52093
```

Summary:
Charge ... 0
ΔE to the lowest compared entry with this formula, charge and spin ... 203.9 kJ/mol
Gap between HOMO and LUMO ... 9.53 eV
Multiplicity ... 1



Record 3
C4H4AlO2 | ωB97M-V/def2-TZVPD

XYZ file:
```
11
C4H4AlO2, DFT ωB97M-V/def2-TZVPD
H 2.24615 -0.06941 0.93193
O 0.69016 -0.79268 -2.78768
C 0.20054 -0.51725 -1.54506
C 0.93024 0.05334 -0.61057
C 1.52477 0.60469 0.42316
H -0.01784 -1.10855 -3.35681
H -0.83968 -0.79438 -1.35343
H 1.55184 1.69025 0.55619
C -0.86366 0.63839 2.11683
O -1.86948 0.33716 2.56289
Al -3.55304 -0.04155 3.06255
```

Summary:
Charge ... +3
ΔE to the lowest compared entry with this formula, charge and spin ... 0.0 kJ/mol
Gap between HOMO and LUMO (alpha / beta) ... 6.90 / 3.51 eV
Multiplicity ... 1



Record 4
C4H4AuO2 | ωB97M-V/def2-TZVPD

XYZ file:
```
11
C4H4AuO2, DFT ωB97M-V/def2-TZVPD
H -1.50150 2.02936 0.69440
O -1.71662 -1.46044 -0.30319
C -0.34169 -1.21334 -0.21408
C -0.11760 0.19834 0.13449
C -0.63527 1.36568 0.59997
H -1.85738 -2.37323 -0.57012
H 0.18903 -1.40758 -1.16259
H 0.15239 -1.82584 0.56056
C 0.68973 1.34232 0.21570
O 1.80300 1.89741 0.16606
Au 3.33589 1.44732 -0.12119
```

Summary:
Charge ... +3
ΔE to the lowest compared entry with this formula, charge and spin ... 32.5 kJ/mol
Gap between HOMO and LUMO (alpha / beta) ... 10.89 / 7.01 eV
⟨S²⟩ ... 2.0064
Multiplicity ... 3



Record 5
C4H4BF4N3O | ωB97M-V/def2-TZVPD

XYZ file:
```
17
C4H4BF4N3O, DFT ωB97M-V/def2-TZVPD
N -0.10722 -1.36665 -1.04230
C 0.78691 -0.76448 -1.41769
O 1.75481 0.13379 -1.52857
C 1.51228 1.17540 -0.70356
N 2.28442 1.61575 0.26984
C 1.63619 2.69166 0.87547
C 0.47259 2.86366 0.22743
N 0.40521 1.90601 -0.77126
H 3.16953 1.18269 0.49335
H 2.02669 3.23066 1.71057
H -0.30966 3.57115 0.40583
H -0.32844 1.72542 -1.44304
B -2.66989 -3.64172 0.58999
F -1.59824 -3.22470 1.41890
F -2.17134 -4.47235 -0.42955
F -3.61777 -4.33176 1.35627
F -3.26468 -2.49446 0.01138
```

Summary:
Charge ... 0
ΔE to the lowest compared entry with this formula, charge and spin ... 0.0 kJ/mol
Gap between HOMO and LUMO ... 7.63 eV
Multiplicity ... 1



Record 6
C4H4BFN2O2 | ωB97M-V/def2-TZVPD

XYZ file:
```
14
C4H4BFN2O2, DFT ωB97M-V/def2-TZVPD
B -1.28254 -0.77796 -0.72753
C 1.33008 1.78465 0.57902
C 2.03097 1.02674 1.47267
C -0.46516 0.25848 -0.02363
C 0.30277 -0.57780 1.95220
N 0.29832 1.19013 -0.09095
N 1.31521 0.14285 2.17881
O -2.57051 -0.50942 -1.16860
O -0.96191 -2.14722 -0.67592
F -0.40490 -0.95801 2.98902
H 1.37782 2.80023 0.13823
H 3.03354 1.19759 1.53216
H -3.22447 -1.17175 -1.26644
H -1.13910 -2.62019 -1.53115
```

Summary:
Charge ... 0
Gap between HOMO and LUMO ... 8.36 eV
Multiplicity ... 1



Record 7
C4H4Br2 | ωB97M-V/def2-TZVPD

XYZ file:
```
10
C4H4Br2, DFT ωB97M-V/def2-TZVPD
Br 1.19120 -2.35061 -0.02100
C 1.51630 -0.43062 0.24675
C 0.79793 0.58153 -0.17322
C -0.53256 0.69718 -0.53203
C -1.41528 -0.13804 0.04125
Br -3.28239 0.12752 0.02965
H 2.52454 -0.47669 0.77040
H 1.22775 1.49353 0.16518
H -0.89001 1.65220 -1.00853
H -1.13748 -1.15599 0.48156
```

Summary:
Charge ... 0
ΔE to the lowest compared entry with this formula, charge and spin ... 66.2 kJ/mol
Gap between HOMO and LUMO ... 9.16 eV
Structure (SMILES) ... Br/C=C\C=C\Br
Multiplicity ... 1



Record 8
C4H4Br2Cl2 | ωB97M-V/def2-TZVPD

XYZ file:
```
12
C4H4Br2Cl2, DFT ωB97M-V/def2-TZVPD
C -2.70143 1.22476 0.97300
C -3.33473 0.25112 0.44742
C 0.40389 0.48047 -1.01911
C 0.36437 1.76452 -0.12428
Cl -4.61404 -0.70774 1.40392
Cl -3.35893 -0.11151 -1.20989
Br -0.28220 3.35062 -0.88110
Br 0.31808 1.65259 1.70502
H -2.28916 1.74284 1.78940
H -0.59076 0.21693 -1.31401
H 1.09069 0.59902 -1.83699
H 0.77320 -0.24373 -0.28270
```

Summary:
Charge ... 0
ΔE to the lowest compared entry with this formula, charge and spin ... 369.9 kJ/mol
Gap between HOMO and LUMO (alpha / beta) ... 9.28 / 6.73 eV
Multiplicity ... 1



Record 9
C4H4Br2ClN | ωB97M-V/def2-TZVPD

XYZ file:
```
12
C4H4Br2ClN, DFT ωB97M-V/def2-TZVPD
C 0.85925 1.71061 -0.18239
C -0.20648 -0.13644 -1.06135
C -0.93804 0.11631 1.38246
C -1.03555 -0.41039 0.11982
N 0.51137 0.97113 -1.10870
Cl 0.50430 1.09199 1.66273
Br 2.46780 -2.21942 -0.30371
Br -2.44210 -1.70454 -0.06612
H 0.97821 2.70974 0.00746
H 1.38894 -1.34826 -0.45995
H -0.38812 -0.51684 -2.10972
H -1.69959 -0.26390 2.11947
```

Summary:
Charge ... 0
ΔE to the lowest compared entry with this formula, charge and spin ... 412.4 kJ/mol
Gap between HOMO and LUMO ... 7.76 eV
Multiplicity ... 1



Record 10
C4H4BrNO2 | ωB97M-V/def2-TZVPD

XYZ file:
```
12
C4H4BrNO2, DFT ωB97M-V/def2-TZVPD
C 0.61024 0.89422 -0.22913
O 0.09105 -0.02130 0.71245
C -1.11395 0.18654 1.28126
O -1.74196 1.22226 1.26413
C -1.59622 -1.05833 1.86386
Br -2.98178 -0.63730 3.24864
C -1.56053 -2.44119 1.27804
N -0.69142 -2.17966 2.10892
H 0.82284 0.23589 -1.14000
H 1.50357 1.33901 0.19823
H -0.20511 1.63442 -0.34082
H -2.20332 -3.27144 0.89465
```

Summary:
Charge ... 0
ΔE to the lowest compared entry with this formula, charge and spin ... 114.2 kJ/mol
Gap between HOMO and LUMO ... 10.34 eV
Structure (SMILES) ... COC(=O)[C@@]1(Br)C=N1
Multiplicity ... 1



Record 11
C4H4BrO2P | ωB97M-V/def2-TZVPD

XYZ file:
```
12
C4H4BrO2P, DFT ωB97M-V/def2-TZVPD
C -2.08025 0.12254 1.81777
C -1.84889 1.35118 1.58233
C 0.41358 -0.51445 -0.90995
C 1.90902 -0.33178 -1.21961
O -0.40645 0.34091 -1.08795
O 0.02378 -1.72603 -0.42566
P -1.46414 -2.35190 0.03476
Br 2.80141 0.12748 0.46591
H -2.51237 1.92759 2.05161
H -1.03459 1.88278 1.06220
H 2.27713 -1.30255 -1.55017
H 1.92177 0.47423 -1.82123
```

Summary:
Charge ... 0
ΔE to the lowest compared entry with this formula, charge and spin ... 414.6 kJ/mol
Gap between HOMO and LUMO (alpha / beta) ... 7.12 / 6.72 eV
Multiplicity ... 1



Record 12
C4H4BrP | ωB97M-V/def2-TZVPD

XYZ file:
```
10
C4H4BrP, DFT ωB97M-V/def2-TZVPD
C 0.36282 0.57271 0.22790
C 0.56201 0.01651 1.54301
C -0.32813 -0.25002 -0.64197
C -0.01966 -1.22595 1.53266
P -0.42787 -1.94290 0.00071
Br -3.79673 0.04655 -1.39663
H 0.47688 1.59098 -0.06885
H 0.78724 0.47798 2.50936
H -0.47716 0.17229 -1.73974
H -1.73518 -1.76746 0.22036
```

Summary:
Charge ... 0
ΔE to the lowest compared entry with this formula, charge and spin ... 367.6 kJ/mol
Gap between HOMO and LUMO (alpha / beta) ... 7.92 / 5.46 eV
Multiplicity ... 1



Look up the charge of the fourth one. +3